(1)
C22H14CuF5N2O3 as an isolated structure at a distorted geometry. Source: the Open Molecules 2025 dataset; level of theory: ωB97M-V with the def2-TZVPD basis set.

As for the highest occupied orbital energy (spin up / spin down): -4.576 / -4.567 eV. The expectation value of S² is 0.7536. The value obtained for the energy relative to the best compared isomer or geometry (same formula, charge and spin) is 0.025 eV. Its gap between HOMO and LUMO (spin up / spin down) is 7.47 / 7.34 eV. The total charge is -1. The multiplicity is 2.

Geometry as XYZ:
```
47
Properties=species:S:1:pos:R:3:forces:R:3:mulliken_charge:R:1
Cu 0.08327 0.87979 0.61480 0.0123 0.5193 0.1377 -0.607
F -0.35973 -1.56301 -4.45420 -0.0530 -0.0743 0.2245 -0.327
F -0.60303 -4.29131 -4.32080 0.1241 0.1475 0.1659 -0.342
F -0.02863 -0.08361 -2.20400 -0.0269 -0.1644 -0.0137 -0.374
F 0.14917 -4.10361 0.34620 -0.0886 0.1702 -0.2353 -0.353
F -0.25753 -5.53771 -1.89680 -0.0158 0.2984 -0.0246 -0.322
O -0.11673 2.74339 -0.17190 0.1390 -0.3619 -0.0440 -0.770
O 0.13257 -1.35211 0.25970 0.1175 0.5437 0.5425 -0.204
O 1.93567 0.87069 0.59000 0.0314 0.2411 -0.2281 -0.415
N -0.08323 0.21239 2.54190 0.6994 -0.1108 -0.0208 -0.077
N -1.83863 0.78969 0.67410 -0.1561 0.0263 -0.7280 0.422
C 0.90707 -0.31751 3.14870 -0.7360 -0.0412 0.3086 0.057
C 4.51227 -1.14441 3.08430 0.1043 -0.1626 0.3103 -0.641
C -1.79953 4.45609 -2.83690 0.1985 0.0100 0.1399 -0.291
C 4.87727 -0.74111 1.79690 -0.0396 0.1268 -0.0861 -0.397
C -2.89013 3.61799 -3.08320 -0.3622 -0.1421 -0.2310 -0.703
C -0.08803 -1.43291 -2.10650 0.0455 -0.0105 0.2352 0.382
C -0.26643 -2.17651 -3.25470 -0.0670 -0.2140 -0.1842 -0.060
C -0.20613 -4.18781 -1.96970 -0.0109 0.0258 -0.1474 0.195
C -3.08153 2.52549 -2.27780 -0.0439 0.0524 0.0481 -0.603
C -1.45553 0.01219 2.90830 -0.4364 -0.0319 0.1832 -0.637
C 2.64777 0.19029 1.39900 0.6624 -0.2212 0.4199 0.695
C 0.02847 -2.01121 -0.80840 -0.1729 -0.7431 -0.8931 -0.024
C -1.02293 2.99899 -1.03130 -0.0854 0.0914 0.0849 0.512
C -0.35963 -3.56391 -3.20130 0.0490 0.0445 0.0236 0.645
C -0.00493 -3.43991 -0.82820 0.0197 0.0701 0.1953 0.052
C -2.23613 -0.23121 1.60370 -0.3991 -0.5042 0.3367 -0.657
C -2.54273 1.14699 -0.33860 -0.3353 -0.2273 0.3646 -0.013
C 3.98457 -0.09281 0.99290 -0.0306 0.0049 0.0034 -0.654
C -2.20733 2.21099 -1.22220 0.3413 0.2301 -0.3888 0.662
C 2.26097 -0.30161 2.69270 0.4723 0.0194 -0.4270 0.543
C 3.22567 -0.92911 3.50500 -0.0897 0.0088 -0.1221 -0.648
C -0.90373 4.16059 -1.84870 0.0826 0.2551 -0.0796 -0.796
H 2.92367 -1.25901 4.49330 -0.0543 -0.0683 0.0007 0.304
H 5.22787 -1.64721 3.71890 0.0090 -0.0139 0.0859 0.368
H 5.87667 -0.93911 1.43310 0.0828 -0.0160 -0.0230 0.366
H -3.50113 0.64719 -0.53580 -0.0127 0.0792 0.1681 0.247
H -1.93513 -1.20991 1.20930 -0.0742 0.1472 0.0774 0.046
H -1.66273 5.34679 -3.43930 0.0441 -0.0018 -0.0166 0.351
H -1.82763 0.93099 3.38160 -0.0256 -0.1044 -0.0361 0.270
H 0.73257 -0.89311 4.07220 -0.0500 0.1012 -0.0799 0.243
H -3.56483 3.84059 -3.89800 -0.0978 -0.0558 0.0127 0.379
H -0.05623 4.80689 -1.67120 0.1190 -0.0323 0.0732 0.404
H -1.59873 -0.82851 3.60540 0.0615 0.1370 -0.0972 0.503
H -3.93593 1.88309 -2.44320 -0.1278 -0.0921 0.0053 0.321
H -3.32213 -0.21841 1.77410 0.1367 -0.0094 0.0565 0.534
H 4.25117 0.22559 -0.00340 0.0392 0.0530 -0.0977 0.414
```
Positions in Å, forces in eV/Å.

(2)
An isolated molecule of C5H7F at a distorted geometry. Source: the Open Molecules 2025 dataset; level of theory: ωB97M-V with the def2-TZVPD basis set.

As for the highest occupied orbital energy (spin up / spin down): -7.653 / -8.959 eV. The value obtained for the energy relative to the best compared isomer or geometry (same formula, charge and spin) is 3.995 eV. Its gap between HOMO and LUMO (spin up / spin down) is 7.54 / 9.14 eV. The total charge is 0. The multiplicity is 1.

Geometry as XYZ:
```
13
Properties=species:S:1:pos:R:3:forces:R:3:mulliken_charge:R:1
F 0.49777 -1.39266 0.62774 0.1180 -0.3230 -0.5060 -0.265
C -1.31841 -0.48722 -0.58926 0.2026 2.3338 -2.5974 -0.435
C 2.28677 0.46593 -0.02260 0.2773 -1.1612 0.5250 -0.754
C 0.99286 0.77736 -0.10366 -0.2623 -0.8456 -0.7782 -0.152
C -2.07190 -0.00649 0.57719 1.2137 -0.7403 -0.4609 -0.861
C 0.15132 -0.39365 -0.23024 -1.7000 0.7691 1.0329 0.343
H 3.16834 1.04590 0.08199 0.2380 0.9496 -0.0463 0.327
H 0.56241 1.75731 -0.22048 0.0341 0.2354 -0.1036 0.330
H -1.59587 0.86620 0.87755 -0.1714 2.3340 0.7852 0.324
H -1.49672 -1.46874 -0.87235 -0.5745 -1.9788 -0.4032 0.342
H -1.60723 0.14954 -1.50336 0.9331 -0.7956 1.1133 0.260
H 2.45032 -0.61286 0.02240 0.4215 0.3529 -0.0255 0.205
H -2.01966 -0.70061 1.35508 -0.7300 -1.1303 1.4646 0.337
```
Positions in Å, forces in eV/Å.

(3)
A 20-piece molecular cluster, C14H58F8N5O22S overall at a distorted geometry. Source: the Open Molecules 2025 dataset; level of theory: ωB97M-V with the def2-TZVPD basis set.

As for the highest occupied orbital energy: -11.769 eV. The value obtained for the energy relative to the best compared isomer or geometry (same formula, charge and spin) is 10.885 eV. Its gap between HOMO and LUMO is 6.35 eV. The total charge is +1. The multiplicity is 1.

Geometry as XYZ:
```
108
Properties=species:S:1:pos:R:3:forces:R:3:mulliken_charge:R:1
S -3.86644 0.75959 -1.41962 -0.1928 -0.2593 0.6575 0.054
F 1.11658 -1.77922 -0.78145 -3.7943 0.4696 3.0499 -0.277
F -4.09945 2.76699 0.30665 1.1471 -0.2339 0.2592 -0.274
F -1.56136 -0.52371 1.71218 3.3268 0.6267 -2.8750 -0.240
F -1.37593 -3.91856 0.46574 0.3964 4.1177 -3.3032 -0.256
F -2.51805 -2.09730 -0.57812 4.6430 -2.0963 0.5052 -0.172
F 0.71469 0.36857 1.27418 -3.8808 -2.4148 -1.3954 -0.300
F -0.77685 -3.24084 -1.76973 -1.6809 1.7981 4.6895 -0.228
F 0.49706 -2.49304 1.40856 -1.5464 2.4550 -3.9357 -0.358
O -2.78566 -1.49049 -4.44387 0.1717 -0.4105 0.1513 -0.583
O -3.40951 5.70072 3.31662 -0.0264 0.2728 0.2048 -0.578
O 2.44368 8.31745 -4.24057 0.0898 -0.3971 -0.0723 -0.642
O 3.53228 -7.21430 -3.16996 -0.4409 -0.0414 0.3119 -0.632
O 8.43797 -4.64635 -1.27795 -0.0317 -0.0094 -0.1248 -0.629
O -0.19740 3.25821 4.33095 -5.4549 -5.9407 -2.6616 -0.525
O 3.60655 -3.04032 0.33644 -0.4155 0.2277 -0.2755 -0.659
O 7.15598 -4.61069 1.23574 -0.3424 -0.3840 0.3203 -0.635
O 1.20347 6.71120 -2.07930 0.1364 -0.2214 0.4707 -0.634
O 6.57838 -2.12861 -0.49519 -0.2277 0.2842 0.2505 -0.662
O -8.87437 0.74476 1.06905 0.4284 0.1960 -0.1331 -0.626
O -6.16351 -2.50154 2.39040 0.4613 -0.2661 -0.0769 -0.647
O 6.05994 -5.67682 -3.38388 -0.0842 -0.0940 0.0563 -0.618
O 2.24106 2.14890 -3.22463 0.3068 0.3321 -0.0713 -0.486
O -6.51560 1.65810 -3.79858 0.3393 -0.3836 0.0472 -0.614
O 0.74324 -5.93386 1.31816 -0.1472 0.4406 0.2505 -0.623
O -2.30468 -2.49286 6.41690 0.1376 -0.5952 0.3193 -0.619
O -6.25808 -0.37383 0.33363 0.2609 0.1366 0.1327 -0.704
O 7.89220 -8.36063 -2.60824 0.3195 0.0581 0.2871 -0.634
O 2.89032 4.53677 0.23957 -4.9809 4.1414 6.0938 -0.496
O 1.05644 4.36186 1.78937 1.3875 3.5079 -1.7462 -0.133
O 1.80259 -0.82643 -4.55182 0.1403 -0.4562 0.0910 -0.567
N -0.66919 0.88003 -3.80991 -0.0603 3.5706 5.7265 -0.604
N -1.32509 2.62069 1.36554 -0.9983 -1.2460 -1.9437 0.977
N -3.22618 1.82736 -0.14503 3.5432 -2.6389 0.1185 0.873
N -1.05968 1.05242 4.89434 -1.1502 0.9906 -2.9780 0.087
N -1.11224 0.57752 -0.38497 0.1962 1.2515 3.0123 0.907
C -1.47182 3.20360 -2.93370 0.8137 -0.2585 0.1648 -0.840
C -2.38089 0.32145 4.92145 -0.3271 -1.3883 1.3523 -0.305
C -0.07954 1.29462 -1.22508 1.2844 2.2594 -2.4963 -0.319
C -0.50274 -0.30223 0.68249 0.6186 1.6214 1.2519 0.671
C -1.90947 1.69825 0.31566 -1.7953 1.2828 0.6345 -1.973
C -1.19104 -2.73842 -0.43807 -1.7207 -2.6838 -1.1968 0.545
C 0.12261 0.14088 4.66000 1.5527 -0.3377 0.5872 -0.571
C -0.73883 1.73074 -2.69903 -0.2010 -2.5874 -3.6996 0.509
C -1.24586 4.03183 0.83049 -0.4431 2.4454 -1.5898 0.121
C -2.03435 2.52585 2.69644 -1.9676 0.7769 0.8246 0.138
C -0.01238 -1.78092 0.17689 2.3353 -1.6089 1.1568 0.461
C 2.12200 5.16378 1.16643 3.0657 -4.7649 -4.8345 0.040
C -0.25493 5.04196 1.65493 -0.8751 0.3933 0.9372 -0.636
C -1.06530 2.26435 3.99134 4.9377 3.6598 2.6990 -0.020
H -2.91611 1.76658 2.56837 1.7997 1.2297 0.6964 0.369
H -2.43911 3.35059 -2.29092 1.7440 -0.4214 -1.1403 0.169
H -6.26545 0.47619 0.79882 -0.0745 -0.2204 -0.0465 0.361
H 1.91348 -1.36907 -5.34695 -0.0692 0.2016 0.2005 0.274
H -0.16016 -0.00305 -3.55181 -0.3774 0.9847 -0.2354 0.203
H 2.80015 -7.83281 -3.31310 0.2976 0.1900 -0.0432 0.299
H 1.12092 0.77951 4.70986 -2.2388 -1.3136 -0.0648 0.297
H -0.74174 5.29181 2.71591 1.3239 -0.9184 -2.2078 0.169
H 0.31522 2.30904 -0.74271 -0.7790 -2.3817 -0.6060 0.043
H 2.16931 2.21970 -4.18839 -0.1046 -0.2146 0.2673 0.287
H 0.16490 -5.18322 1.11555 0.2256 -0.3608 0.0904 0.308
H 3.42182 -6.92987 -2.25024 0.1182 -0.1071 -0.2348 0.326
H 7.92410 -5.15727 1.01142 -0.1682 0.3265 -0.2403 0.328
H 8.26968 -9.14065 -2.17456 -0.2014 0.2455 -0.2021 0.304
H -0.91252 4.05969 -0.31548 -0.5777 -0.4380 2.5764 -0.306
H -6.40471 1.11546 -4.59371 -0.0862 0.2148 0.1993 0.321
H 2.34782 -1.27240 -3.88631 -0.0567 0.2070 -0.2552 0.312
H 5.12159 -5.67575 -3.62590 0.3206 -0.1534 0.0848 0.302
H 1.70346 7.69209 -4.24086 0.1987 0.1765 0.0835 0.319
H 0.87448 0.66944 -1.48606 -2.0475 0.8703 0.7574 0.490
H 8.26769 -3.73945 -0.98199 -0.0519 -0.1926 -0.1238 0.282
H -2.54735 3.58885 2.87589 1.0695 -2.2922 -0.2025 0.067
H -5.97037 1.21213 -3.13307 -0.2867 0.1935 -0.2627 0.293
H -1.75872 -2.54040 7.21607 -0.1777 0.0538 -0.1935 0.298
H 3.07436 2.59852 -3.01841 -0.2363 -0.1524 0.0182 0.247
H -8.61648 1.59729 0.68739 -0.2862 -0.2577 0.0724 0.304
H 0.15115 -0.66075 5.54139 -0.1350 1.8367 -1.9802 0.283
H 1.01609 -5.77823 2.23489 -0.0141 -0.1252 -0.3187 0.321
H -5.39974 -2.88489 1.93349 -0.2444 0.0303 0.1590 0.305
H -1.75487 3.30310 -4.06511 0.6113 -0.3563 2.2751 0.390
H -0.12369 6.10344 1.13082 -0.5414 -2.4991 0.6622 0.501
H 6.29888 -6.61589 -3.37771 -0.0883 0.1209 -0.0124 0.323
H 6.41576 -5.23605 1.23544 0.2152 0.2487 0.0260 0.303
H -2.67476 -2.03312 -5.23900 -0.0761 0.2303 0.2095 0.283
H 2.64263 -2.94063 0.33475 0.4982 -0.1613 0.1022 0.347
H 6.57101 -1.27859 -0.03000 0.0933 -0.2900 -0.1944 0.322
H -2.60428 -3.40476 6.28366 0.0683 0.3021 0.0276 0.282
H 2.36338 6.29231 1.38465 -1.0432 -2.1968 0.0791 0.350
H -2.32638 4.53445 0.83691 2.1976 -0.9689 0.1528 0.343
H 1.58095 5.93118 -1.64563 0.0247 0.1567 -0.1709 0.292
H -4.39954 -0.32720 -0.65416 0.4564 1.6044 -0.2717 0.203
H -3.16441 0.89531 5.61460 1.6621 -1.0411 -1.8799 0.249
H 6.40201 -2.77830 0.20185 0.1916 -0.1537 -0.0107 0.341
H 1.80055 7.43136 -1.82647 -0.1328 -0.0884 -0.2817 0.338
H 3.89249 -2.56301 -0.45691 0.1910 -0.1645 0.2432 0.327
H -3.13666 5.85635 4.23336 -0.0573 -0.0778 -0.2280 0.303
H 7.62888 -4.89415 -1.75014 0.0730 0.1306 -0.0395 0.360
H -8.31101 0.10321 0.61067 -0.3199 0.1489 -0.0234 0.364
H 8.48928 -7.64047 -2.35541 -0.1369 -0.1485 -0.0937 0.329
H -3.98785 6.45136 3.11402 0.1481 -0.2517 0.0119 0.276
H -2.24043 -1.93645 -3.77836 -0.1634 0.1383 -0.2763 0.282
H 3.21180 7.77087 -4.46489 -0.2465 0.2548 0.0436 0.316
H -2.18022 -0.70803 5.49198 -0.5247 2.3973 -1.4084 0.077
H -6.43445 -1.02353 1.03067 -0.0392 -0.1619 0.1997 0.374
H -6.28999 -3.07810 3.15888 -0.1513 0.2850 -0.2188 0.299
H 0.12187 -0.42838 3.63782 -0.2287 1.0188 1.8689 0.046
H -2.81371 0.02598 3.87567 0.6598 0.6980 1.8126 0.062
H -0.73161 4.09117 -2.64198 -1.4801 -1.9844 -0.6575 0.083
```
Positions in Å, forces in eV/Å.

(4)
C19H20ClIN2Ti as an isolated structure at a distorted geometry. Source: the Open Molecules 2025 dataset; level of theory: ωB97M-V with the def2-TZVPD basis set.

As for the highest occupied orbital energy (spin up / spin down): -5.684 / -7.291 eV. The expectation value of S² is 2.0246. The value obtained for the energy relative to the best compared isomer or geometry (same formula, charge and spin) is 1.209 eV. Its gap between HOMO and LUMO (spin up / spin down) is 5.48 / 6.72 eV. The total charge is 0. The multiplicity is 3.

Geometry as XYZ:
```
44
Properties=species:S:1:pos:R:3:forces:R:3:mulliken_charge:R:1
I -3.08879 -0.55510 1.11266 -0.8517 -0.2116 0.7946 -0.465
Ti -0.77067 -0.36327 -0.19964 1.9758 0.4705 3.9482 -0.050
Cl -1.29694 1.77571 3.38888 0.0596 -0.0949 0.1577 -0.199
N 1.23185 0.13185 -0.97748 -0.1533 -0.2579 -0.0863 0.295
N 0.53609 -1.16209 1.24722 0.0141 0.2202 -0.4681 0.527
C -3.49720 3.01776 2.43902 0.1823 0.1341 -0.2517 -0.390
C 1.85939 -0.80452 1.12220 -0.3028 0.0026 0.2514 1.223
C 2.23833 -0.10467 -0.09436 -0.1573 0.1056 0.1257 -0.057
C 0.92125 -1.83221 3.51110 -0.8451 -0.1688 -0.3472 -0.922
C -2.24349 2.49952 2.13228 -0.3658 0.4127 -1.0278 0.585
C -0.59476 1.70665 0.37913 0.1442 0.2424 -0.0804 -1.118
C 2.27728 -1.52833 3.38539 0.5376 0.1916 -0.3235 -0.475
C 0.08496 -1.67911 2.41695 0.5449 -0.1595 0.3912 -0.136
C -1.75785 2.50599 0.80115 0.1250 -0.1107 0.3950 0.275
C -1.13027 -0.59349 -2.15746 -1.7179 -0.1554 -2.8214 -0.737
C -3.73381 3.74112 0.14434 -0.0815 0.1987 -0.0033 -0.605
C 2.75979 1.29029 -2.42137 -1.2977 -0.0317 -0.5687 -0.853
C -4.25619 3.62217 1.43304 0.1839 -0.0650 0.1161 -0.570
C 1.48856 0.80630 -2.13364 1.1331 -0.0841 0.4615 -0.199
C -2.48882 3.21474 -0.16320 -0.1165 -0.2338 0.3428 -0.662
C 3.52728 0.38222 -0.34394 0.2084 0.2257 -0.4272 -0.748
C 2.74603 -1.04216 2.17803 0.1070 0.0071 0.2105 -0.796
C -2.27147 -1.57657 -1.78029 -0.6539 -0.4639 -2.5187 -1.491
C 3.79613 1.08729 -1.50802 0.1686 -0.3920 0.7975 -0.629
H -5.24227 4.01558 1.66620 0.1694 -0.0660 -0.0460 0.361
H -0.08644 2.14641 -0.48117 -0.0044 0.3124 0.1298 0.499
H 0.50207 -2.19297 4.44283 0.0873 -0.0060 -0.0804 0.409
H 4.28950 0.20575 0.40166 0.1379 0.1102 -0.1902 0.324
H -2.06963 3.29431 -1.17229 -0.2376 -0.0463 0.3092 0.351
H 4.79207 1.47730 -1.70329 -0.1957 -0.0937 0.0599 0.418
H -0.97830 -1.94859 2.43755 0.5673 0.2036 0.0851 0.323
H 3.79253 -0.79571 2.02428 -0.1693 -0.1035 0.3049 0.306
H 2.90885 1.82590 -3.35877 0.0601 -0.1273 0.2863 0.385
H 0.65085 0.92733 -2.82927 0.4857 0.1323 0.3287 0.297
H -0.98935 -0.38127 -3.21711 -0.5583 -0.3839 -0.1400 0.602
H -3.20249 -1.09382 -1.47977 0.4391 -0.1542 0.0122 0.350
H 2.95667 -1.66166 4.22639 -0.1539 0.0105 -0.2291 0.409
H -3.86881 2.92876 3.45666 0.0233 0.0770 -0.1888 0.380
H -2.00137 -2.39609 -1.10554 0.0730 0.4265 0.2102 0.500
H 0.13541 1.53327 1.17619 0.0634 0.2277 -0.0091 0.511
H -4.29866 4.25442 -0.63252 0.0363 -0.0884 0.1986 0.358
H -2.50642 -2.08270 -2.72775 0.0423 -0.2170 0.1871 0.433
H -0.16119 -1.09747 -1.94071 -0.0804 0.6447 0.2193 0.593
H -1.31800 0.46983 -1.78313 0.3734 -0.6409 -0.5158 0.390
```
Positions in Å, forces in eV/Å.